{
  "formula": "C28H58IIrN2OPSSb",
  "method": "ωB97M-V/def2-TZVPD",
  "multiplicity": 2,
  "e_above_lowest_kcal_mol": 0.0,
  "largest_force_ev_per_a": 1.319,
  "orbital_gap_ha": [0.2281, 0.2375],
  "energy_ev": -72579.1281,
  "charge": 3,
  "s_squared": 0.920,
  "elements": ["Ir", "C", "C", "C", "Sb", "C", "C", "C", "C", "C", "C", "H", "H", "H", "H", "H", "H", "H", "H", "H", "H", "H", "H", "H", "H", "H", "H", "H", "H", "H", "H", "H", "C", "S", "C", "O", "H", "H", "H", "H", "H", "H", "I", "C", "C", "C", "C", "N", "C", "H", "H", "H", "H", "C", "C", "C", "C", "P", "N", "C", "C", "C", "C", "C", "C", "C", "C", "H", "H", "H", "H", "H", "H", "H", "H", "H", "H", "H", "H", "H", "H", "H", "H", "H", "H", "H", "H", "H", "H", "H", "H", "H", "H", "H"],
  "xyz": [[0.16046, -0.26967, -0.07400], [-4.42419, -1.13232, 1.98695], [-3.75660, 0.15727, 2.42855], [-3.24481, 0.10134, 3.85383], [-2.11507, 0.71887, 1.03232], [-3.24393, 1.32686, -0.70371], [-4.32967, 2.32315, -0.30644], [-3.80965, 0.12014, -1.45022], [-1.52863, 2.57107, 1.97681], [-1.13171, 3.61494, 0.93653], [-0.41031, 2.32829, 2.98439], [-5.31693, -1.28797, 2.59952], [-3.77125, -1.99209, 2.14139], [-4.75371, -1.11304, 0.95133], [-4.36134, 1.04565, 2.23333], [-2.57512, -0.74027, 4.01294], [-4.10584, -0.04314, 4.51364], [-2.76162, 1.02287, 4.17451], [-2.46494, 1.81371, -1.29506], [-5.12780, 1.84351, 0.26161], [-4.78957, 2.71842, -1.21543], [-3.95651, 3.17663, 0.25859], [-4.70162, -0.26347, -0.95727], [-3.09781, -0.70184, -1.54471], [-4.11401, 0.41874, -2.45546], [-2.45442, 2.85857, 2.48274], [-0.23772, 3.31075, 0.38954], [-0.89615, 4.55426, 1.44279], [-1.92155, 3.82752, 0.21761], [0.47467, 1.92410, 2.49533], [-0.70195, 1.65210, 3.78830], [-0.12720, 3.27627, 3.44806], [-0.47095, -1.93856, -3.49252], [-1.09600, -0.28409, -3.29949], [-0.15394, 0.52968, -4.56492], [-0.45922, 0.24004, -1.98814], [0.61876, -1.92244, -3.50505], [-0.86091, -2.33445, -4.43154], [-0.84865, -2.53849, -2.66485], [-0.50750, 0.13591, -5.52031], [0.90917, 0.33107, -4.43391], [-0.36524, 1.59717, -4.51747], [2.21993, 4.40216, -3.07231], [2.33766, 3.19919, -1.39614], [3.24153, 3.44794, -0.37082], [3.23218, 2.62147, 0.74214], [2.33713, 1.57572, 0.80911], [1.47186, 1.32587, -0.18977], [1.47892, 2.12100, -1.27998], [3.93789, 4.27420, -0.43446], [3.92307, 2.78304, 1.55818], [2.28302, 0.92813, 1.66882], [0.77240, 1.88678, -2.05619], [1.14543, -1.01959, 4.31275], [0.80767, -2.44846, 3.85014], [1.54375, -3.48731, 4.70262], [-0.70978, -2.61763, 4.00025], [1.23076, -2.61583, 2.03095], [0.69803, -1.19009, 1.32631], [3.09163, -2.70616, 1.69835], [3.79494, -1.67986, 2.59800], [3.62295, -4.11260, 2.00240], [3.38654, -2.31471, 0.24090], [0.27431, -4.01369, 1.17674], [0.38292, -5.31043, 1.99019], [0.86452, -4.21618, -0.22534], [-1.20017, -3.62482, 0.98188], [0.71924, -0.88585, 5.30892], [0.70279, -0.27014, 3.65622], [2.21047, -0.83238, 4.39625], [1.16277, -3.41176, 5.72324], [2.61532, -3.30702, 4.74876], [1.37221, -4.50932, 4.37023], [-0.96878, -2.36983, 5.03151], [-1.04356, -3.63706, 3.82666], [-1.25699, -1.93812, 3.34451], [3.77589, -1.95722, 3.64823], [3.38477, -0.67796, 2.48197], [4.84334, -1.64210, 2.29780], [3.38729, -4.44552, 3.01074], [4.71143, -4.07885, 1.92176], [3.27156, -4.85867, 1.29345], [2.89184, -1.38455, -0.04776], [3.12648, -3.08696, -0.47435], [4.46191, -2.14982, 0.15468], [1.41254, -5.59016, 2.20186], [-0.05443, -6.11613, 1.39724], [-0.16695, -5.26554, 2.92722], [1.85222, -4.66768, -0.20718], [0.90480, -3.28214, -0.79297], [0.21186, -4.90547, -0.76410], [-1.77268, -3.61414, 1.90368], [-1.65404, -4.37148, 0.32780], [-1.30898, -2.65266, 0.49668]],
  "lowdin_spin": [0.41, 0.00, -0.03, 0.00, -0.05, 0.00, 0.00, 0.00, 0.00, 0.00, 0.00, 0.00, 0.00, 0.00, 0.00, 0.00, 0.00, 0.00, 0.00, 0.00, 0.00, 0.00, 0.00, 0.00, 0.00, 0.00, 0.00, 0.00, 0.00, 0.00, 0.00, 0.00, 0.00, 0.00, 0.00, 0.05, 0.00, 0.00, 0.00, 0.00, 0.00, 0.00, 0.00, 0.00, 0.00, 0.00, 0.00, -0.03, 0.00, 0.00, 0.00, 0.00, 0.00, 0.01, 0.02, 0.00, 0.00, 0.07, 0.53, 0.02, 0.00, 0.00, 0.00, 0.01, 0.00, 0.00, -0.01, 0.00, 0.00, 0.00, 0.00, 0.00, 0.00, 0.00, 0.00, 0.00, 0.00, 0.00, 0.00, 0.00, 0.00, 0.00, 0.00, 0.00, 0.00, 0.00, 0.00, 0.00, 0.00, 0.00, 0.00, 0.00, 0.00, -0.01]
}

***

{
  "formula": "C28H58NO12",
  "method": "ωB97M-V/def2-TZVPD",
  "e_above_lowest_kcal_mol": 103.1,
  "largest_force_ev_per_a": 2.159,
  "orbital_gap_ha": 0.2134,
  "energy_ev": -56020.3818,
  "charge": 1,
  "elements": ["C", "C", "C", "C", "N", "C", "C", "C", "C", "O", "O", "H", "H", "H", "H", "H", "H", "H", "H", "C", "O", "C", "C", "O", "C", "H", "H", "H", "H", "H", "H", "H", "H", "H", "H", "C", "O", "C", "C", "O", "C", "H", "H", "H", "H", "H", "H", "H", "H", "H", "H", "C", "O", "C", "C", "O", "C", "H", "H", "H", "H", "H", "H", "H", "H", "H", "H", "C", "O", "C", "C", "O", "C", "H", "H", "H", "H", "H", "H", "H", "H", "H", "H", "C", "O", "C", "C", "O", "C", "H", "H", "H", "H", "H", "H", "H", "H", "H", "H"],
  "xyz": [[-3.67121, -1.11629, -1.17418], [-4.60319, -0.28146, -1.78396], [-5.10872, 0.82055, -0.92842], [-4.43827, 2.02513, -0.77209], [-4.93467, 2.96019, 0.05704], [-6.06673, 2.77778, 0.74616], [-6.77742, 1.60763, 0.61228], [-6.29844, 0.60390, -0.22904], [-7.02780, -0.71475, -0.34754], [-6.57106, -1.69860, 0.11728], [-8.20499, -0.67143, -0.98726], [-2.65890, -0.73747, -1.03502], [-3.97973, -2.08706, -0.79638], [-4.96447, -0.42359, -2.80084], [-3.52363, 2.21253, -1.30803], [-4.40397, 3.81647, 0.16939], [-6.41091, 3.54801, 1.41711], [-7.68637, 1.44416, 1.17029], [-8.57573, 0.21713, -0.89855], [0.95579, -3.24767, 3.29858], [1.14871, -1.84544, 3.20681], [1.44010, -1.40319, 1.89082], [0.22735, -0.79606, 1.22390], [-0.78913, -1.76519, 0.98420], [-1.83081, -1.71353, 1.93725], [0.51432, -3.45802, 4.27121], [0.28449, -3.61636, 2.51946], [1.91550, -3.76954, 3.22940], [1.84362, -2.22100, 1.28667], [2.21409, -0.63291, 1.97578], [0.52670, -0.39746, 0.24824], [-0.16035, 0.03403, 1.82156], [-2.46369, -0.83412, 1.75031], [-1.45414, -1.67983, 2.96179], [-2.43834, -2.61081, 1.82161], [0.36067, 5.31323, 3.90747], [-0.37060, 4.47103, 4.78252], [-1.30391, 3.64190, 4.11965], [-0.78564, 2.22881, 3.95485], [0.32488, 2.17743, 3.07707], [1.57033, 2.07283, 3.76180], [1.19559, 5.72746, 4.46900], [0.75276, 4.76232, 3.04936], [-0.26974, 6.13810, 3.55728], [-1.57326, 4.06589, 3.14469], [-2.20751, 3.61588, 4.73917], [-1.57868, 1.61333, 3.51017], [-0.53314, 1.79738, 4.92720], [1.69472, 1.05879, 4.15562], [1.64606, 2.79555, 4.57632], [2.36789, 2.26912, 3.04640], [-3.77629, -1.45211, -5.84665], [-4.52999, -2.17539, -4.88609], [-5.55343, -2.97358, -5.47369], [-5.14872, -4.42822, -5.56319], [-4.07250, -4.61671, -6.46539], [-2.81866, -4.77328, -5.82295], [-2.88540, -1.06873, -5.34969], [-3.46754, -2.08698, -6.67856], [-4.35718, -0.60596, -6.23029], [-5.82117, -2.58841, -6.46136], [-6.43486, -2.89239, -4.82969], [-5.99709, -5.00294, -5.94663], [-4.89792, -4.81887, -4.57215], [-2.74575, -5.76597, -5.36733], [-2.65495, -4.00871, -5.05953], [-2.04380, -4.68168, -6.58194], [7.89661, 2.48556, 3.65051], [7.81178, 2.31968, 2.24572], [6.88120, 1.32326, 1.85241], [5.57943, 1.92980, 1.38013], [4.88606, 2.57909, 2.43978], [5.03602, 3.98792, 2.41479], [8.44169, 3.40829, 3.84241], [6.90833, 2.55810, 4.11071], [8.44767, 1.65308, 4.10025], [6.70123, 0.61717, 2.66870], [7.33107, 0.77140, 1.02174], [4.93149, 1.12623, 1.01629], [5.75457, 2.62225, 0.55107], [4.43049, 4.42195, 1.61070], [6.07929, 4.28191, 2.28441], [4.67932, 4.37739, 3.36788], [4.88419, -1.77979, -4.09791], [3.88643, -2.44666, -3.34204], [4.36557, -2.95367, -2.10623], [3.97318, -2.06283, -0.94879], [4.61195, -0.79666, -1.01430], [3.76474, 0.22424, -1.50681], [4.38442, -1.23225, -4.89539], [5.45086, -1.07344, -3.48712], [5.57009, -2.50485, -4.54723], [5.45066, -3.08749, -2.13624], [3.90810, -3.93745, -1.96257], [4.29596, -2.53726, -0.01620], [2.88550, -1.94340, -0.90786], [3.03663, 0.50888, -0.73643], [3.23920, -0.08551, -2.41308], [4.38312, 1.09034, -1.73857]],
  "mulliken_charge": [-0.51, -1.06, 0.71, -0.45, 0.04, -0.62, -0.26, 0.18, 0.41, -0.44, -0.41, 0.35, 0.25, 0.54, 0.56, 0.29, 0.44, 0.54, 0.38, -0.78, -0.38, -0.49, 0.08, -0.43, -0.70, 0.25, 0.33, 0.31, 0.47, 0.25, 0.34, -0.07, 0.20, 0.40, 0.27, -0.67, -0.39, -0.63, -0.37, -0.33, -0.79, 0.25, 0.27, 0.32, 0.30, 0.41, 0.30, 0.37, 0.30, 0.45, 0.13, -0.89, -0.19, -0.49, -0.58, -0.38, -0.65, 0.24, 0.42, 0.31, 0.37, 0.36, 0.37, 0.33, 0.32, 0.24, 0.25, -0.67, -0.40, -0.69, 0.07, -0.21, -0.94, 0.25, 0.25, 0.33, 0.36, 0.35, -0.05, 0.34, 0.32, 0.46, 0.25, -0.66, -0.38, -0.77, -0.04, -0.32, -0.76, 0.23, 0.26, 0.33, 0.35, 0.38, 0.38, 0.10, 0.19, 0.44, 0.26]
}

***

- Among the records above, which one has the highest charge?
  C28H58IIrN2OPSSb

***

- Which of these has the lowest charge?
  C28H58NO12